{"formula": "C40H27F5IrN3O4PS7", "method": "ωB97M-V/def2-TZVPD", "e_tot_ha": -5737.974238, "relative_energy_ev": 2.132, "spin_multiplicity": 2, "charge": 0, "species": ["Ir", "S", "P", "S", "C", "C", "C", "C", "C", "C", "C", "C", "C", "C", "C", "C", "H", "H", "H", "H", "H", "H", "H", "H", "H", "H", "O", "C", "C", "C", "C", "C", "S", "C", "C", "C", "C", "S", "C", "C", "C", "C", "S", "H", "H", "H", "H", "H", "H", "H", "H", "H", "F", "C", "C", "F", "C", "F", "C", "O", "C", "F", "C", "F", "N", "C", "C", "C", "C", "C", "C", "S", "O", "O", "N", "C", "S", "C", "C", "N", "H", "H", "H", "H", "H", "H", "H", "H"], "xyz": [[-0.1271, 0.1616, -0.7136], [1.6238, -0.6583, 0.8281], [0.6752, 0.4212, 2.2498], [-0.5912, 1.6230, 1.2768], [-0.1504, -0.6388, 3.4512], [0.3987, -1.8820, 3.7499], [-0.2229, -2.7048, 4.6763], [-1.3836, -2.2794, 5.3089], [-1.9170, -1.0302, 5.0249], [-1.3053, -0.2070, 4.0929], [1.8969, 1.3523, 3.2009], [2.0257, 1.1991, 4.5786], [3.0458, 1.8591, 5.2522], [3.9305, 2.6669, 4.5550], [3.7915, 2.8338, 3.1814], [2.7797, 2.1778, 2.5033], [1.3083, -2.1951, 3.2524], [0.1901, -3.6810, 4.8979], [-1.8767, -2.9262, 6.0226], [-2.8209, -0.7023, 5.5211], [-1.7283, 0.7603, 3.8511], [1.3357, 0.5675, 5.1235], [3.1462, 1.7370, 6.3230], [4.7316, 3.1692, 5.0816], [4.4750, 3.4751, 2.6400], [2.6687, 2.2986, 1.4323], [-1.0230, 1.8052, -1.3560], [-0.6375, 2.7489, -2.3446], [-1.0264, 4.1266, -1.8198], [-1.7630, 4.4049, -0.7119], [-1.9316, 5.8040, -0.4973], [-1.3150, 6.5522, -1.4483], [-0.5150, 5.5731, -2.6045], [0.8465, 2.7529, -2.6315], [1.5125, 3.0312, -3.7831], [2.9323, 2.9710, -3.6251], [3.3009, 2.6321, -2.3621], [1.9325, 2.4401, -1.3435], [-1.4155, 2.4096, -3.6113], [-1.2109, 1.3445, -4.4367], [-2.1973, 1.2386, -5.4526], [-3.1383, 2.2180, -5.3659], [-2.8310, 3.2711, -4.0582], [-2.1683, 3.6334, -0.0740], [-2.4932, 6.2233, 0.3261], [-1.2828, 7.6265, -1.5407], [1.0113, 3.2601, -4.7132], [3.6325, 3.1563, -4.4282], [4.2955, 2.5129, -1.9615], [-0.3949, 0.6472, -4.3129], [-2.2028, 0.4634, -6.2069], [-4.0034, 2.3706, -5.9914], [-6.7099, -0.2835, 1.1788], [-5.5270, -0.3074, 0.5503], [-4.3788, -0.6537, 1.2331], [-4.4496, -0.9650, 2.5349], [-3.1638, -0.6796, 0.5803], [-2.0699, -0.9592, 1.3002], [-3.0365, -0.3795, -0.7862], [-1.9188, -0.4472, -1.4920], [-4.2184, 0.0066, -1.4313], [-4.1636, 0.3514, -2.7213], [-5.4394, 0.0277, -0.7865], [-6.5450, 0.3797, -1.4521], [4.0298, -6.0660, 1.6941], [2.9413, -5.4723, 1.0935], [2.7072, -5.6401, -0.2757], [1.5839, -5.0938, -0.8664], [0.6826, -4.3731, -0.0932], [0.8993, -4.1972, 1.2643], [2.0188, -4.7447, 1.8559], [-0.6593, -3.5351, -0.8500], [-1.7005, -3.3722, 0.1109], [-0.9353, -4.1810, -2.1029], [-0.0310, -2.0506, -1.1854], [0.5907, -1.7925, -2.3354], [0.7202, -2.7622, -3.7692], [1.6263, -1.4636, -4.4930], [1.7205, -0.4068, -3.6689], [1.1356, -0.6009, -2.4296], [4.7664, -6.4251, 1.1151], [4.2916, -5.7807, 2.6196], [3.4087, -6.2114, -0.8722], [1.3862, -5.2337, -1.9214], [0.1751, -3.6390, 1.8409], [2.1945, -4.6241, 2.9202], [2.0219, -1.5584, -5.4910], [2.2321, 0.5193, -3.8752]], "forces_ev_per_a": [[-0.606, -0.321, -0.124], [-0.471, 0.625, -0.765], [0.177, 0.108, 0.870], [-0.080, -0.702, -0.664], [0.100, -0.103, -0.048], [-0.009, 0.110, 0.082], [0.014, -0.008, 0.004], [0.034, -0.004, -0.021], [-0.043, 0.025, 0.037], [0.043, -0.003, -0.001], [0.033, -0.114, -0.019], [0.012, 0.041, -0.026], [-0.035, 0.002, 0.008], [-0.034, -0.011, -0.002], [-0.008, 0.029, -0.019], [-0.015, 0.024, 0.047], [-0.011, -0.064, -0.007], [-0.001, 0.013, 0.002], [0.001, 0.001, 0.000], [-0.003, -0.003, -0.029], [-0.046, -0.027, -0.025], [0.041, -0.007, -0.002], [0.009, 0.004, -0.013], [-0.011, 0.015, -0.003], [-0.003, -0.012, 0.006], [0.009, -0.004, 0.012], [1.096, 0.382, 0.154], [-0.156, -0.195, -0.479], [0.080, -0.062, 0.153], [-0.068, 0.047, 0.031], [-0.059, -0.061, 0.031], [0.032, -0.016, -0.069], [-0.007, -0.019, 0.055], [-0.066, -0.213, 0.128], [0.157, 0.019, -0.054], [-0.142, 0.031, -0.119], [-0.049, 0.129, 0.128], [0.385, 0.190, 0.006], [0.033, 0.066, 0.119], [-0.034, 0.006, -0.074], [0.073, -0.102, 0.001], [-0.021, 0.046, 0.075], [-0.030, 0.013, -0.003], [-0.026, 0.027, -0.045], [0.028, -0.001, -0.027], [-0.010, -0.029, 0.022], [-0.001, -0.027, 0.019], [-0.003, -0.005, 0.042], [-0.024, -0.018, -0.039], [-0.032, 0.023, -0.037], [-0.029, 0.021, 0.034], [0.040, 0.003, -0.013], [0.096, -0.017, -0.045], [-0.169, 0.012, 0.107], [-0.052, 0.010, 0.088], [0.058, 0.049, -0.052], [0.271, 0.022, -0.279], [-0.213, -0.307, 0.064], [-0.099, 0.311, 0.348], [0.185, -0.010, 0.316], [0.155, 0.013, -0.210], [-0.065, -0.051, 0.069], [-0.092, 0.015, -0.126], [0.069, -0.010, 0.018], [-0.089, -0.054, -0.016], [0.008, -0.054, 0.027], [-0.016, -0.002, -0.032], [-0.016, -0.016, 0.029], [0.006, 0.142, -0.114], [0.011, -0.078, 0.033], [0.052, -0.005, 0.057], [-0.081, 0.235, 0.020], [0.005, 0.115, 0.157], [0.117, -0.086, -0.163], [0.301, 0.193, 0.400], [-0.226, -1.106, -0.254], [0.225, 0.217, -0.022], [-0.050, -0.068, -0.045], [0.076, 0.219, 0.046], [-0.758, 0.324, 0.176], [0.023, 0.051, -0.001], [0.023, 0.043, -0.018], [-0.013, -0.008, 0.012], [0.047, 0.005, 0.016], [-0.006, -0.008, 0.020], [-0.042, -0.005, -0.019], [0.052, 0.024, 0.052], [-0.052, 0.016, 0.008]], "mulliken_spin": [0.718, 0.071, -0.021, -0.020, 0.000, -0.002, 0.000, 0.000, 0.000, 0.002, 0.010, 0.004, 0.000, 0.000, 0.000, 0.006, 0.001, 0.000, 0.000, 0.000, 0.001, 0.000, 0.000, 0.000, 0.000, -0.004, 0.021, 0.010, -0.001, 0.000, 0.001, 0.000, 0.001, -0.007, 0.003, 0.008, 0.003, 0.000, 0.004, -0.007, -0.001, 0.000, 0.000, -0.001, 0.000, 0.000, 0.000, 0.000, -0.001, 0.004, 0.000, 0.000, 0.000, -0.002, -0.005, 0.000, -0.018, 0.006, 0.028, 0.060, -0.001, -0.001, 0.000, 0.000, 0.001, 0.002, -0.001, 0.002, 0.001, 0.004, -0.002, -0.005, -0.001, 0.006, 0.098, -0.010, -0.001, 0.010, -0.006, 0.033, 0.000, 0.000, 0.000, 0.000, 0.000, 0.000, 0.001, -0.001]}